Entry 1:
20
Properties=species:S:1:pos:R:3:lowdin_spin:R:1 method="wB97M-V/def2-TZVPD" e_above_lowest_kcal_mol=0.0 spin_multiplicity=2 total_charge=+1 orbital_gap_ev="5.622 / 10.003" lumo_energy_ev="-2.702 / -3.142" homo_energy_ev="-8.3 / -13.1"
Sr 0.57 -2.50 0.13 0.77
O 1.90 -0.37 0.12 0.08
O 3.62 0.62 1.09 0.01
C 3.83 1.65 2.06 0.00
C 2.46 2.35 2.14 0.00
O 1.65 1.56 1.26 0.00
C 2.35 0.56 0.77 0.01
H 4.12 1.17 3.01 0.00
H 4.63 2.31 1.70 0.00
H 2.46 3.38 1.78 0.00
H 2.01 2.29 3.14 0.00
O -1.54 -0.75 0.02 0.08
C -2.35 -0.43 -1.16 0.02
C -3.39 0.50 -0.57 0.00
O -2.97 0.61 0.82 0.00
C -1.91 -0.06 1.10 0.01
H -1.69 0.04 -1.90 0.00
H -2.75 -1.37 -1.55 0.01
H -4.41 0.09 -0.58 0.00
H -3.38 1.51 -1.00 0.00

---

Entry 2:
21
Properties=species:S:1:pos:R:3:nbo_charge:R:1 method="wB97M-V/def2-TZVPD" e_above_lowest_kcal_mol=48.6 spin_multiplicity=1 total_charge=+2 orbital_gap_ev=7.605 lumo_energy_ev=-9.722 homo_energy_ev=-17.3
O 3.66 0.89 -1.11 -0.72
C 2.67 0.46 -0.48 1.00
O 1.72 1.35 -0.30 -0.89
O 2.72 -0.69 0.09 -0.37
C 1.56 -1.30 0.70 -0.13
C 0.40 -1.37 -0.24 -0.25
C -0.86 -1.38 0.20 -0.16
C -2.02 -0.98 -0.66 -0.10
Sn 3.16 2.72 -0.59 1.74
H 1.31 -0.73 1.61 0.22
H 1.91 -2.30 0.97 0.27
H 0.61 -1.54 -1.30 0.25
H -1.08 -1.53 1.26 0.23
H -2.88 -1.62 -0.42 0.24
H -1.80 -1.11 -1.73 0.22
O -2.59 0.33 -0.54 -0.48
C -2.22 1.38 0.12 1.08
O -1.14 1.92 -0.17 -0.72
H -2.66 2.54 1.57 0.53
O -2.83 1.64 1.25 -0.59
H 0.36 1.33 -0.23 0.63

---

Entry 3:
17
Properties=species:S:1:pos:R:3:nbo_charge:R:1 method="wB97M-V/def2-TZVPD" e_above_lowest_kcal_mol=0.0 spin_multiplicity=1 total_charge=0 orbital_gap_ev="5.550 / 5.908" lumo_energy_ev="0.111 / -0.084" homo_energy_ev="-5.4 / -6.0"
C 0.65 1.35 -0.69 -0.44
C 1.81 1.33 0.15 -0.34
C 2.52 0.13 -0.07 -0.32
C 1.87 -0.61 -1.09 -0.30
C 0.68 0.09 -1.48 -0.48
Sc -0.12 -0.39 0.63 0.95
P -2.68 0.06 0.52 -0.02
H -0.03 2.18 -0.86 0.24
H 2.12 2.14 0.80 0.23
H 3.45 -0.16 0.42 0.23
H 0.02 -0.15 -2.31 0.25
H 2.23 -1.52 -1.55 0.23
H -3.43 -0.09 -0.70 0.02
H -3.04 1.44 0.76 0.00
H -3.65 -0.52 1.40 0.03
O -1.39 -3.09 2.36 -0.52
C -1.00 -2.20 1.71 0.22